ORCA calculation (ωB97M-V/def2-TZVPD) on a molecular structure, C33H46BiNO7S.

Geometry as ORCA input:
```
! RIJCOSX wB97M-V def2-TZVPD def2/J DEFGRID3
* xyz 2 1
Bi 0.32287 0.48402 0.11493
C 0.69913 -0.83396 -3.06164
C 1.41352 -2.06512 -2.57766
O 2.01574 -1.74398 -1.33146
C 2.48672 -2.87582 -0.60412
C 1.70267 -3.01056 0.67529
O 0.34144 -3.10604 0.33411
C -0.53519 -3.00149 1.43368
C -1.93349 -2.75457 0.90730
O -1.93743 -1.70883 -0.05756
C -1.86783 -2.18338 -1.39853
C -1.62950 -0.99895 -2.28957
O -0.33158 -0.40279 -2.17245
H 0.28637 -0.99740 -4.06030
H 1.41296 -0.00963 -3.10756
H 2.17345 -2.33254 -3.32132
H 0.73178 -2.91259 -2.47153
H 3.54568 -2.73406 -0.37541
H 2.38825 -3.78218 -1.20503
H 1.86514 -2.11916 1.30169
H 2.04240 -3.88569 1.24156
H -0.22445 -2.16110 2.07272
H -0.52164 -3.91325 2.04211
H -2.56924 -2.44022 1.73623
H -2.36099 -3.66514 0.48088
H -2.82482 -2.63290 -1.68896
H -1.08638 -2.93702 -1.49924
H -2.33043 -0.20845 -2.01636
H -1.80690 -1.26969 -3.33369
C -1.87128 2.93630 3.41132
C -1.58059 2.51056 1.99994
O -0.52556 1.86907 1.82906
C -2.47756 2.86057 0.91749
C -3.62196 3.64449 1.18792
C -4.47069 4.05274 0.19360
C -4.19560 3.67429 -1.12710
C -3.09479 2.90520 -1.42654
C -2.21282 2.47216 -0.41781
O -1.17078 1.76362 -0.80910
H -1.12204 2.50381 4.06961
H -2.86449 2.61088 3.72142
H -1.84122 4.02482 3.49452
H -3.83684 3.93247 2.20776
H -5.34287 4.64685 0.42504
H -4.86154 3.98348 -1.92299
H -2.88706 2.58609 -2.44059
C -0.20411 5.75921 -1.94022
N 0.89369 4.90126 -1.40616
C 0.79169 4.76683 0.07501
C 0.91458 3.55559 -2.10264
C 2.10981 2.74597 -1.68208
C 3.34130 3.17151 -2.18144
C 4.51669 2.51118 -1.86734
C 4.46215 1.39168 -1.05284
C 3.24098 0.96345 -0.55540
C 2.04396 1.62360 -0.84339
H -0.17307 6.72610 -1.44508
H -1.14979 5.26025 -1.73581
H -0.06856 5.88194 -3.01152
H 1.78554 5.35472 -1.61249
H -0.16397 4.29844 0.29660
H 0.83910 5.75819 0.51833
H 1.60793 4.14649 0.43522
H 0.95564 3.77475 -3.16929
H -0.02741 3.07014 -1.86609
H 3.38013 4.02245 -2.85668
H 5.46029 2.85602 -2.26791
H 5.36653 0.84670 -0.81632
H 3.22941 0.08221 0.07570
C -0.29568 1.56114 8.40389
C 0.23465 1.11138 7.07208
C 0.92327 1.99475 6.23541
C 1.45935 1.57198 5.03218
C 1.29430 0.24544 4.65459
C 0.58917 -0.64669 5.45104
C 0.06459 -0.20706 6.65660
S 2.02565 -0.38713 3.18077
C 3.75251 -0.24171 3.60081
O 1.82119 0.66968 2.09900
H -0.18761 2.63590 8.53508
H 0.24641 1.06659 9.21130
H -1.34898 1.30338 8.51618
H 1.04659 3.02623 6.54234
H 1.98173 2.26632 4.38487
H 0.45355 -1.67412 5.13469
H -0.48496 -0.89800 7.28410
H 3.95842 0.79216 3.87469
H 4.32998 -0.53457 2.72587
H 3.95632 -0.91216 4.43488
*
```

Properties
- max |F| (Eh/bohr) = 0.0078
- E_HOMO (eV) = -13.19
- LUMO level (eV) = -4.883
- frontier orbital gap (eV) = 8.308
- molar mass (g mol⁻¹) = 809.78
- DFT total energy (eV) = -67450.4910
- relative energy (zero: lowest compared OMol25 entry of this formula, charge and spin) (kcal per mole) = 11.1

Here are the Löwdin charges for atoms 1 to 5, given in e: number 1, Bi, carries 2.034; number 2, C, carries -0.149; number 3, C, carries -0.168; number 4, O, carries -0.190; number 5, C, carries -0.152